Record 1
ORCA calculation (wB97M-V/def2-TZVPD) on C10H16F3O14PS as an isolated structure.

Results
E ... -67570.13692 eV
Relative energy (zero: lowest compared OMol25 entry of this formula, charge and spin) ... 0.0 kcal per mole
Largest force on an atom ... 0.0350 Eh/bohr

Geometry (Å):
O 0.82 1.01 1.50
P 0.52 1.08 0.09
O 0.94 -0.27 -0.67
O 1.20 2.26 -0.72
C 2.32 2.87 -0.07
O 3.33 3.10 -1.08
O 3.11 2.19 -2.12
O -1.16 1.12 -0.06
S -1.73 2.49 -0.72
O -1.37 3.66 -0.02
O -1.41 2.48 -2.09
C -3.59 2.40 -0.65
F -4.06 1.26 -1.08
F -4.02 3.37 -1.41
F -4.01 2.65 0.58
H 1.51 0.02 -1.40
H 2.01 3.86 0.27
H 2.79 2.25 0.70
H 3.70 1.43 -1.90
C -2.76 -0.25 3.26
C -4.22 -0.62 3.34
C -5.16 0.56 3.26
O -6.29 0.11 4.01
C -5.83 -0.81 4.91
O -6.47 -1.24 5.81
O -4.55 -1.16 4.63
H -2.54 0.29 2.34
H -2.46 0.35 4.11
H -2.14 -1.15 3.28
H -4.47 -1.37 2.59
H -5.44 0.80 2.24
H -4.76 1.46 3.75
C 4.59 -3.48 -4.33
C 4.81 -2.94 -2.93
C 3.72 -3.29 -1.96
O 3.78 -2.20 -1.03
C 4.27 -1.14 -1.71
O 4.26 -0.02 -1.29
O 4.76 -1.50 -2.91
H 4.47 -4.56 -4.32
H 3.70 -3.03 -4.78
H 5.43 -3.22 -4.97
H 5.79 -3.25 -2.57
H 3.90 -4.24 -1.45
H 2.72 -3.31 -2.41

Atomic partial charges in e from the Mulliken method, atoms 1 to 2: -0.6712, 0.8661

***

Record 2
ORCA calculation (wB97M-V/def2-TZVPD) on an isolated ion of composition C10H16IN2O and charge +1.

Results
E ... -23741.90713 eV
Net charge ... +1
SMILES string ... C[C@H](I)C[N@@H+](CCO)c1ccccn1
Relative energy (zero: lowest compared OMol25 entry of this formula, charge and spin) ... 146.2 kcal per mole
Largest force on an atom ... 0.1324 Eh/bohr

Geometry (Å):
C 0.31 -3.84 0.08
C -0.53 -2.49 0.56
I -2.60 -2.74 -0.11
C 0.24 -1.18 -0.04
N -0.44 0.15 0.23
C -0.22 0.71 1.62
C -1.16 0.00 2.79
O -1.21 1.00 3.90
C 0.14 1.14 -0.80
C -0.37 1.16 -2.34
C 0.17 2.17 -3.55
C 1.31 3.24 -2.95
C 1.68 3.06 -1.37
N 1.19 2.09 -0.35
H 1.27 -3.88 0.76
H -0.32 -4.82 0.33
H 0.61 -3.78 -1.06
H -0.53 -2.53 1.75
H 0.31 -1.32 -1.22
H 1.38 -1.17 0.33
H -1.47 0.11 0.08
H -0.45 1.87 1.71
H 0.91 0.52 1.92
H -0.61 -0.94 3.26
H -2.25 -0.23 2.44
H -0.24 1.30 3.97
H -1.19 0.35 -2.65
H -0.19 2.15 -4.66
H 1.80 4.07 -3.65
H 2.50 3.83 -0.97

Atomic partial charges in e from the Mulliken method, atoms 1 to 2: -1.0415, -0.2299

***

no.,LUMO (Eh)
1,0.0057
2,-0.1450